Entry from the Open Molecules 2025 dataset: an isolated molecule of C6H10N2 in a non-equilibrium geometry (ωB97M-V/def2-TZVPD).

Each line ends with the Löwdin charge.
Positions of all 18 atoms, in Å:
N  -2.8984  -0.0677  -0.2971  0.050
C  -1.3998  0.0007  0.4285  -0.346
C  -0.7460  -1.2608  0.0115  -0.058
C  0.5706  -1.1428  -0.4228  -0.021
C  1.5369  0.0822  -0.4131  -0.393
N  2.7514  -0.2724  0.3522  -0.001
C  0.6033  1.2543  -0.2998  -0.058
C  -0.7240  1.1726  -0.0503  -0.093
H  -3.2751  0.7603  0.0912  0.012
H  -3.2815  -0.8533  0.2571  0.055
H  -1.4134  -0.0362  1.5125  0.138
H  -1.1708  -2.1862  -0.2039  0.079
H  0.9610  -2.0959  -0.7120  0.079
H  2.1457  0.2491  -1.3557  0.146
H  3.5839  0.2248  -0.0122  0.067
H  2.7926  -0.0958  1.4120  0.102
H  1.2906  2.1660  -0.2301  0.126
H  -1.3272  2.1010  -0.0679  0.117

Output
Electronic energy ... -9361.1495 eV
ΔE to the lowest compared entry with this formula, charge and spin ... 3.2875 eV
SMILES string ... N[C@H]1C=C[C@H](N)C=C1
F_max ... 6.14 eV Å⁻¹